Molecular formula: C4H8N2O5
Method: DFT, ωB97M-V/def2-TZVPD

Properties
Strongest force on any atom ... 4.78 eV Å⁻¹
Molar mass ... 164.12 g/mol
Spin multiplicity ... 1
Energy above the lowest of the compared OMol25 structures with the same formula, charge and spin ... 666.51 kJ/mol
Highest occupied orbital energy ... -9.52 eV
Orbital gap ... 10.176 eV
Structure (SMILES) ... CCON(N=O)OC.O=C=O

Each line ends with the Löwdin charge.
Element x y z (Å)
H -0.207 -2.609 -1.616  0.0770
H 0.409 -1.773 -3.005  0.1272
H 1.351 -1.585 -1.367  0.1065
N 0.922 0.815 -2.049  -0.0229
H -2.464 -0.103 2.117  0.0390
N 0.067 0.473 -1.155  -0.1670
O 0.010 0.950 0.165  -0.0766
C -1.455 0.135 2.060  -0.0499
O 2.076 -1.020 0.598  0.1904
H -1.048 -0.850 1.787  0.0783
C 2.169 0.113 0.803  -0.4365
C 0.283 -1.676 -1.818  -0.1298
O 2.335 1.230 1.097  0.2020
O -0.556 -0.712 -1.330  -0.0613
H -1.178 2.161 1.349  0.1348
H -2.107 1.128 0.338  0.0855
O 1.684 1.799 -1.923  -0.0329
H -1.057 0.374 3.068  0.0862
C -1.236 1.150 0.880  -0.1501